Molecular formula: C22H44N5O8P2Zr
Method: DFT, wB97M-V/def2-TZVPD

Summary:
Net charge = +1
E_HOMO = -10.02 eV
Orbital gap = 7.5 eV
Energy relative to the best compared isomer or geometry (same formula, charge and spin) = 1.003 eV

The geometry in XYZ format:
```
82
C22H44N5O8P2Zr (wB97M-V/def2-TZVPD)
Zr 0.0047 0.2725 -0.4036
C -1.5948 0.4401 2.5749
C -1.3472 1.9572 2.3536
N -0.0531 2.1580 1.7243
C 1.0799 2.2218 2.6412
C 2.2926 1.6354 1.9106
N 1.9057 0.4045 1.2146
C 1.8463 -0.7708 2.0844
C 0.4518 -0.8936 2.7253
N -0.6051 -0.3692 1.8398
H -1.5591 0.2047 3.6471
H -2.6025 0.1957 2.2316
H -2.1044 2.3579 1.6773
H -1.4290 2.4926 3.3089
H -0.0668 3.0082 1.1670
H 1.2991 3.2478 2.9635
H 0.8548 1.6426 3.5362
H 2.6356 2.3588 1.1669
H 3.1107 1.4590 2.6236
H 2.6050 0.2341 0.4891
H 2.0382 -1.6631 1.4821
H 2.6052 -0.7203 2.8793
H 0.2656 -1.9444 2.9776
H 0.4358 -0.3384 3.6641
H -1.0976 -1.1788 1.4500
N 0.2411 -2.0902 -3.3147
C 1.5713 -1.4315 -3.3212
C 2.4704 -2.0277 -4.3771
P 2.2388 -1.2729 -1.5922
O 3.3678 -2.4038 -1.4559
O 2.7823 0.0961 -1.3787
O 1.1413 -1.6087 -0.6070
P 1.1137 0.3614 -3.5912
O 0.1292 0.1107 -4.8806
O 2.1452 1.3454 -3.8991
O 0.1902 0.5123 -2.3955
H 0.2898 -3.1107 -3.2524
H -0.2474 -1.7801 -4.1670
H -0.3502 -1.7121 -2.4735
H 2.8018 -3.0340 -4.1180
H 3.3423 -1.3906 -4.5096
H 1.9457 -2.0538 -5.3337
H 4.2553 -2.0698 -1.5802
H 0.3124 0.7819 -5.5371
C -1.0621 6.6633 -1.5729
C -0.4251 5.3188 -1.3732
C 0.9531 5.1752 -1.3942
C 1.5142 3.9169 -1.2083
C 3.0028 3.7376 -1.2477
C 0.6866 2.8292 -0.9830
C -0.7383 2.9118 -0.9975
C -1.2439 4.2125 -1.1870
N -1.4513 1.7627 -0.6849
C -2.8088 1.4951 -1.2057
C -3.4849 0.4773 -0.2622
C -2.7054 0.8795 -2.6209
C -3.8177 2.6592 -1.3003
H -0.3572 7.4630 -1.3610
H -1.9341 6.7825 -0.9308
H -1.3903 6.7656 -2.6081
H 1.5849 6.0349 -1.5494
H 3.4288 4.3535 -2.0355
H 3.2633 2.7007 -1.4482
H 3.4527 4.0523 -0.3042
H 1.1758 1.8562 -0.8430
H -2.2982 4.4077 -1.1660
H -2.7932 -0.3151 0.0169
H -4.3445 0.0326 -0.7602
H -3.8408 0.9824 0.6354
H -2.3424 -0.1448 -2.5713
H -2.0103 1.4613 -3.2257
H -3.6815 0.8798 -3.1006
H -3.8246 3.2633 -0.3967
H -4.8107 2.2278 -1.4135
H -3.6294 3.2774 -2.1712
C -2.4855 -3.5990 1.0867
O -1.9008 -2.4420 0.5129
C -1.6218 -2.4826 -0.8393
O -1.1779 -1.3339 -1.1999
H -1.8638 -3.9144 1.9275
H -2.5623 -4.3998 0.3500
H -3.4817 -3.3387 1.4482
```